7 unconnected molecules or ions with the total composition C24H54I2N7O7 in a non-equilibrium geometry. Source: OMol25; level of theory: wB97M-V/def2-TZVPD.

Element x y z (Å)
C1 2.413 -2.327 7.880
C2 1.241 -1.437 7.466
I1 0.639 -1.649 5.421
C3 0.630 -0.598 8.276
I2 1.269 -0.388 10.303
N1 -0.524 0.218 7.866
C4 -1.883 -0.332 8.240
C5 -2.153 -1.805 7.853
C6 -3.380 -2.279 8.743
O1 -2.546 -1.980 6.505
H1 1.963 -3.232 8.340
H2 2.935 -2.676 6.977
H3 3.066 -1.859 8.626
H4 -0.430 1.104 8.382
H5 -0.480 0.492 6.872
H6 -2.077 -0.187 9.312
H7 -2.624 0.299 7.711
H8 -1.338 -2.502 8.087
H9 -4.295 -1.990 8.206
H10 -3.314 -1.847 9.754
H11 -3.290 -3.372 8.845
H12 -3.392 -1.536 6.346
C7 3.264 -4.440 3.530
C8 4.015 -3.189 3.149
O2 4.496 -2.440 3.994
N2 4.146 -2.907 1.834
C9 3.650 -3.663 0.693
H13 3.244 -4.528 4.614
H14 2.236 -4.386 3.166
H15 3.760 -5.321 3.121
H16 4.659 -2.056 1.656
H17 4.498 -3.949 0.067
H18 2.982 -3.030 0.111
H19 3.117 -4.556 1.004
C10 1.588 -0.027 -2.593
C11 1.308 -0.884 -1.387
O3 1.529 -2.090 -1.381
N3 0.793 -0.282 -0.284
C12 0.466 1.117 -0.101
H20 1.992 -0.648 -3.388
H21 0.667 0.434 -2.953
H22 2.323 0.743 -2.349
H23 0.627 -0.917 0.489
H24 1.046 1.508 0.737
H25 -0.597 1.203 0.137
H26 0.683 1.702 -0.990
C13 -1.633 -2.899 -0.467
C14 -1.533 -2.695 1.021
O4 -0.461 -2.455 1.571
N4 -2.669 -2.785 1.756
C15 -4.018 -3.059 1.295
H27 -0.643 -2.797 -0.907
H28 -2.010 -3.899 -0.687
H29 -2.290 -2.147 -0.909
H30 -2.522 -2.638 2.743
H31 -4.662 -2.222 1.572
H32 -4.383 -3.961 1.790
H33 -4.056 -3.200 0.220
C16 0.767 3.419 -6.345
C17 -0.099 2.422 -5.626
O5 0.260 1.265 -5.428
N5 -1.315 2.836 -5.190
C18 -1.915 4.148 -5.323
H34 1.701 2.940 -6.629
H35 0.267 3.767 -7.250
H36 0.996 4.263 -5.692
H37 -1.841 2.114 -4.720
H38 -2.134 4.539 -4.326
H39 -2.852 4.052 -5.875
H40 -1.260 4.840 -5.843
C19 -2.871 -3.098 -7.163
C20 -2.323 -1.766 -6.714
O6 -3.048 -0.796 -6.531
N6 -0.986 -1.666 -6.513
C21 0.027 -2.691 -6.672
H41 -3.949 -3.017 -7.279
H42 -2.440 -3.381 -8.124
H43 -2.659 -3.866 -6.418
H44 -0.691 -0.746 -6.213
H45 0.537 -2.833 -5.717
H46 0.756 -2.353 -7.411
H47 -0.400 -3.636 -6.995
C22 2.453 8.315 -5.131
C23 1.750 7.127 -4.525
O7 1.919 5.991 -4.944
N7 0.907 7.351 -3.483
C24 0.576 8.614 -2.848
H48 3.085 7.974 -5.946
H49 1.725 9.023 -5.529
H50 3.081 8.804 -4.385
H51 0.474 6.511 -3.130
H52 0.846 8.558 -1.792
H53 -0.500 8.776 -2.927
H54 1.099 9.446 -3.308

Calculated values
- largest force on an atom (hartree/bohr) = 0.0442
- charge = +1
- electronic energy (Ha) = -2452.04558
- LUMO level (eV) = -3.415